# 1
This record from the Open Molecules 2025 dataset describes a 2-piece molecular cluster, C2H2Cl2O2 overall. The level of theory is wB97M-V/def2-TZVPD.

The HOMO-LUMO gap (spin up / spin down) is 7.59 / 7.59 eV. Its energy above the lowest of the compared OMol25 structures with the same formula, charge and spin is 213.3 kcal/mol.

Structure (ORCA input):
```
! wB97M-V def2-TZVPD RIJCOSX def2/J DEFGRID3
* xyz 0 1
C -0.18996 -1.64240 0.18003
C 1.37091 0.39409 -0.57112
O -1.53034 0.34716 0.39026
O -0.63680 -0.89509 0.94970
Cl 1.83423 1.28977 0.74508
Cl 1.21939 1.27671 -1.98190
H -0.41762 -1.83364 -0.89629
H -1.64981 1.06340 1.18425
*
```

# 2
This record from the Open Molecules 2025 dataset describes one molecule with the formula C6H14. The level of theory is wB97M-V/def2-TZVPD.

The HOMO-LUMO gap is 10.99 eV. Its energy above the lowest of the compared OMol25 structures with the same formula, charge and spin is 34.2 kcal/mol.

Structure (ORCA input):
```
! wB97M-V def2-TZVPD RIJCOSX def2/J DEFGRID3
* xyz 0 1
C -2.22428 0.26123 -1.74125
C -1.28476 0.51371 -0.56032
C -0.16782 -0.48892 -0.41094
C 0.60071 -0.28672 0.88936
C 1.61556 -1.40604 1.07772
C 1.28017 1.08275 0.97706
H -1.98090 -0.52553 -2.46647
H -1.75046 1.20710 -2.02088
H -3.30506 0.37616 -1.59535
H -0.75300 1.54133 -0.80509
H -1.85433 0.74112 0.34010
H 0.50230 -0.37835 -1.28055
H -0.55578 -1.51526 -0.46071
H -0.14427 -0.34897 1.69704
H 2.14534 -1.29753 2.02906
H 1.12610 -2.38715 1.06536
H 2.35729 -1.38837 0.26866
H 1.80618 1.18847 1.93334
H 2.01770 1.19949 0.17217
H 0.56932 1.91146 0.89171
*
```

# 3
This record from the Open Molecules 2025 dataset describes C29H20Cl6HfP as an isolated structure. The level of theory is wB97M-V/def2-TZVPD.

The HOMO-LUMO gap is 7.60 eV.

Structure (ORCA input):
```
! wB97M-V def2-TZVPD RIJCOSX def2/J DEFGRID3
* xyz 1 1
C -3.29219 -1.34067 0.91958
C -2.31554 -0.64225 1.69754
C -2.35507 0.74252 1.29962
H -1.73346 -1.02779 2.53619
C -3.34194 0.89428 0.28235
C -3.89032 -0.38482 0.00132
H -4.70867 -0.59385 -0.68545
H -3.60125 -2.37147 1.05915
H -1.84234 1.56325 1.79825
H -3.68632 1.84933 -0.11005
Hf -1.62637 -0.69914 -0.56461
Cl -1.82843 0.50659 -2.50334
P 0.52061 0.58794 0.13362
C 0.30569 2.36207 0.59311
C 1.03632 2.94606 1.64244
H 1.60776 2.32300 2.32880
C 1.06507 4.33346 1.79823
H 1.67003 4.76399 2.59909
C 0.33855 5.14789 0.92469
H 0.39019 6.23230 1.02769
C -0.46073 4.57063 -0.07126
H -1.03737 5.20945 -0.74588
C -0.51197 3.18265 -0.21138
H -1.16066 2.72633 -0.96561
C 1.34959 -0.03258 1.66834
C 0.65606 0.02702 2.89178
H -0.33442 0.48388 2.94952
C 1.23299 -0.44552 4.06469
H 0.64478 -0.47283 4.98758
C 2.57356 -0.85271 4.06344
H 3.04617 -1.16681 4.99274
C 3.29734 -0.85836 2.86279
H 4.35391 -1.13194 2.86069
C 2.66884 -0.51529 1.66399
H 3.22507 -0.57779 0.72765
C 1.93415 0.73718 -1.04965
C 2.56523 1.96660 -1.30878
H 2.15784 2.88945 -0.90208
C 3.74934 2.01585 -2.05280
H 4.26891 2.96787 -2.17483
C 4.26597 0.85131 -2.63429
H 5.18445 0.89122 -3.22224
C 3.58569 -0.36142 -2.47350
H 3.97072 -1.26629 -2.94927
C 2.43004 -0.41705 -1.69336
H 1.92911 -1.37253 -1.56135
Cl -5.39647 -3.00362 -1.30604
C -3.83973 -3.47571 -1.87508
C -2.67517 -2.78985 -1.50439
C -1.46305 -3.35103 -1.81015
Cl -0.07227 -2.73132 -0.85126
C -1.31702 -4.39790 -2.73332
Cl 0.24848 -4.88521 -3.23347
C -2.48946 -5.05059 -3.18762
Cl -2.37624 -6.40588 -4.22230
C -3.75586 -4.62184 -2.70709
Cl -5.16014 -5.52803 -3.06440
*
```

# 4
This record from the Open Molecules 2025 dataset describes C45H41BrCsN8O2P2S as an isolated structure. The level of theory is wB97M-V/def2-TZVPD.

The HOMO-LUMO gap is 8.18 eV. Its energy above the lowest of the compared OMol25 structures with the same formula, charge and spin is 11.7 kcal/mol.

Structure (ORCA input):
```
! wB97M-V def2-TZVPD RIJCOSX def2/J DEFGRID3
* xyz 1 1
Cs -0.18419 -1.19682 0.30449
N -0.11079 -2.73883 5.34245
C -0.32231 -2.45989 4.04052
N 0.14450 -3.12094 3.04077
C 0.96878 -4.22234 3.30331
N 1.50872 -4.92714 2.37986
N 1.41048 -4.48187 1.10643
C 0.93331 -5.25907 0.22813
C 0.86497 -4.85404 -1.19819
C 0.45972 -5.79854 -2.12893
C 0.42443 -5.44247 -3.46690
C 0.80326 -4.15665 -3.81464
C 1.17992 -3.27987 -2.80418
N 1.20517 -3.60408 -1.51646
C 1.22184 -4.60753 4.70765
C 2.00619 -5.70653 5.06041
C 2.23357 -6.01552 6.38438
C 1.66967 -5.21883 7.38721
C 0.88938 -4.13125 7.05970
C 0.66760 -3.82897 5.71689
H -0.51764 -2.15737 6.05592
H -0.93824 -1.58455 3.83947
H 0.57179 -6.25432 0.49133
H 0.18230 -6.79328 -1.80712
H 0.11304 -6.15569 -4.21836
H 0.80267 -3.83307 -4.84580
H 1.46776 -2.26371 -3.04778
H 2.42339 -6.31013 4.26607
H 2.83941 -6.87083 6.64655
H 1.83988 -5.45498 8.42872
H 0.45009 -3.51638 7.83542
O -0.91193 1.33024 0.13264
P -1.43021 2.37653 -0.82319
C -1.89869 1.68836 -2.42822
P -0.74760 0.43201 -3.06047
O -0.80222 -0.85036 -2.27450
C -1.20935 0.20421 -4.77913
C -2.48561 0.48996 -5.24841
C -2.82148 0.22350 -6.56933
C -1.88351 -0.33187 -7.42011
C -0.60498 -0.62631 -6.95961
C -0.26772 -0.35921 -5.64665
C 0.88385 1.15958 -3.09327
C 1.13123 2.29224 -3.87463
C 2.38774 2.86416 -3.88442
C 3.40543 2.31066 -3.11440
C 3.16699 1.18923 -2.33806
C 1.90575 0.60383 -2.33142
C -0.23543 3.67242 -1.14303
C 1.02097 3.56534 -0.55781
C 1.96048 4.56679 -0.75899
C 1.64624 5.66236 -1.54604
C 0.38879 5.77033 -2.13208
C -0.55506 4.78103 -1.92484
C -2.88757 3.27301 -0.23602
C -2.69692 4.23993 0.75826
C -3.77169 4.94394 1.26265
C -5.05403 4.68454 0.78967
C -5.25754 3.72711 -0.18492
C -4.17390 3.02642 -0.70015
H -2.03710 2.50173 -3.14370
H -2.84608 1.15894 -2.30600
H -3.22765 0.91963 -4.58674
H -3.81468 0.45020 -6.93265
H -2.14915 -0.53386 -8.44928
H 0.12620 -1.05691 -7.63052
H 0.73258 -0.57426 -5.29003
H 0.33978 2.71696 -4.48172
H 2.57684 3.74186 -4.48787
H 4.38937 2.76120 -3.12232
H 3.95844 0.76255 -1.73640
H 1.73713 -0.27646 -1.71862
H 1.24729 2.70333 0.05735
H 2.93758 4.48876 -0.30072
H 2.37935 6.44319 -1.70100
H 0.14406 6.63429 -2.73555
H -1.54605 4.88126 -2.35393
H -1.69689 4.44456 1.12265
H -3.62068 5.69528 2.02185
H -5.89694 5.23920 1.18102
H -6.25580 3.53124 -0.55228
H -4.34311 2.28324 -1.46773
N 4.10649 -1.28109 3.91535
C 3.55260 -1.32295 2.68674
N 3.79124 -2.42778 1.96918
S 2.60556 -0.03769 2.12410
H 4.78005 -1.96713 4.21084
H 4.05527 -0.41436 4.42106
H 4.18851 -3.24106 2.41181
H 3.23156 -2.63996 1.14146
Br -2.22285 4.93895 4.67297
C -1.90352 3.18883 4.06147
C -2.96511 2.38062 3.68128
C -2.66098 1.08983 3.27885
N -1.42680 0.59396 3.23511
C -0.42852 1.39975 3.58919
C -0.60884 2.70794 4.00837
H -3.98484 2.73503 3.70609
H -3.45832 0.41686 2.97991
H 0.57038 0.97879 3.53440
H 0.23293 3.32104 4.29516
*
```

Number 1: largest force on an atom 4.39 eV/A. Number 2: largest force on an atom 3.43 eV/A. Number 3: largest force on an atom 3.10 eV/A. Number 4: largest force on an atom 1.79 eV/A.